ORCA calculation (wB97M-V/def2-TZVPD) on a structure of composition C29H34N3O4P2PtS.

Each line ends with the Mulliken spin population.
Atoms and positions in Å:
C: 4.441 1.340 -1.476  0.00
H: 5.051 2.229 -1.625  0.00
H: 0.323 -2.337 2.587  0.00
H: -2.272 0.104 2.963  0.00
O: -9.688 1.059 -0.947  0.39
C: -1.897 3.169 0.678  -0.01
N: -1.620 -1.086 -1.047  -0.01
H: -3.824 -3.552 -0.562  0.00
C: -0.872 2.229 0.701  0.02
C: 9.049 -0.426 -0.721  0.00
C: -3.487 -2.544 -0.754  0.00
H: -0.957 3.393 -1.974  0.00
H: 1.401 0.705 3.374  0.00
H: -2.038 0.905 -1.390  -0.01
C: 4.808 -1.074 -0.685  0.01
P: 0.641 2.424 -0.341  0.00
H: -1.343 -1.921 2.174  0.00
H: 7.088 1.335 -1.349  0.00
C: 6.689 0.370 -1.064  0.00
H: -5.975 -3.780 -0.971  0.00
C: 7.565 -0.645 -0.700  0.01
H: 3.908 1.122 -2.403  0.00
N: -8.538 -1.743 -0.273  0.00
C: 5.315 0.188 -1.069  0.00
H: 3.672 1.553 -0.732  0.00
C: 1.696 0.356 2.383  0.01
H: -8.436 -3.775 -0.579  0.00
H: 1.966 4.447 -0.473  0.00
H: 4.621 -3.977 -0.671  0.00
H: -4.062 1.769 2.864  0.00
C: 5.685 -2.120 -0.306  0.01
H: 9.297 0.624 -0.856  0.00
C: 1.102 4.147 0.122  0.00
H: 2.408 -0.464 2.492  0.00
H: 3.088 -2.332 -0.265  0.00
H: -0.293 1.834 -2.530  0.01
O: -7.786 1.950 0.198  0.36
N: -6.517 -0.508 -0.446  0.00
C: -3.045 3.009 1.441  0.01
C: -5.842 -1.635 -0.690  0.00
C: -1.005 1.107 1.540  0.00
C: 5.199 -3.486 0.113  0.00
H: 9.507 -0.776 0.205  0.00
H: -4.491 0.641 -1.208  0.00
H: 2.177 1.167 1.837  0.00
H: -1.809 4.042 0.041  0.00
H: 0.299 4.867 -0.046  0.00
H: 7.724 -2.676 -0.036  0.00
H: 1.388 4.181 1.174  0.00
Pt: 0.404 -0.759 -0.760  0.63
C: -7.810 -0.639 -0.246  0.00
H: 4.578 -3.442 1.010  0.00
C: -2.153 0.962 2.316  0.01
C: -7.863 -2.856 -0.539  0.00
C: -6.492 -2.858 -0.753  0.00
H: -0.559 -1.165 3.583  0.00
O: -9.407 0.651 1.389  0.38
C: -2.475 -0.065 -1.207  0.02
H: -3.836 3.747 1.394  0.00
C: -3.842 -0.217 -1.111  0.00
C: -3.172 1.903 2.263  0.00
S: -8.729 0.851 0.123  -0.13
H: 9.502 -0.989 -1.540  0.00
C: -4.372 -1.476 -0.863  0.02
C: 7.045 -1.882 -0.323  0.00
H: 0.698 3.286 -2.582  0.00
C: 3.392 -1.352 -0.647  0.00
C: -0.405 -1.525 2.565  0.01
O: 2.509 -0.565 -1.003  0.06
C: -0.067 2.763 -2.005  -0.01
P: 0.240 -0.230 1.468  0.16
H: -1.413 -3.112 -0.731  0.00
C: -2.130 -2.312 -0.843  0.03
H: 6.050 -4.124 0.339  0.00

For the total energy, the calculation gives -2790.64079 a.u. The charge is +1. The expectation value of S² is 2.021. The spin multiplicity is 3. The calculation puts the HOMO energy (alpha / beta) at -9.47 / -10.59 eV.